# 1
C33H43MgN5P2 as an isolated structure. Source: OMol25; level of theory: the ωB97M-V functional and the def2-TZVPD basis.

The geometry in ORCA input format:
```
! wB97M-V def2-TZVPD RIJCOSX def2/J DEFGRID3
* xyz 0 1
Mg -2.26488 3.45914 -3.62132
C -2.65134 4.85003 -5.06977
C -1.57825 5.30256 -4.33067
C -1.57201 6.25189 -3.14880
C -2.84903 6.12253 -2.26334
C -3.21930 4.72068 -1.85928
C -3.98918 3.78575 -2.51941
C -4.83477 4.13031 -3.71644
C -4.13220 5.05518 -4.77653
C -1.93683 -1.04287 0.20342
H -2.43436 4.38229 -6.04739
H -0.56540 4.99958 -4.65677
H -1.41610 7.31799 -3.44019
H -0.68551 5.99759 -2.53244
H -2.63286 6.68863 -1.33555
H -3.68711 6.64905 -2.74931
H -3.13683 4.57123 -0.76662
H -4.17658 2.82438 -2.01807
H -5.76192 4.64919 -3.39314
H -5.10750 3.19106 -4.22826
H -4.64951 4.88604 -5.73748
H -4.33882 6.08808 -4.47168
H -1.84107 -1.59251 -0.74896
H -2.94475 -1.02424 0.63872
H -1.03309 -0.86313 0.82039
P -1.02208 2.35201 0.89653
P 1.46387 2.12536 -1.09425
N -2.84547 2.72452 1.05203
N -0.81338 2.76147 2.55182
N 0.37244 1.96579 -2.62814
N 2.93954 2.34356 -1.94157
C -0.46876 3.90322 0.03873
C 0.90404 3.84263 -0.69838
C -3.79765 1.87929 0.47888
C -5.06661 2.29513 0.85666
C -4.91488 3.51295 1.59551
C -3.54513 3.74295 1.71741
C -1.27305 1.91421 3.58588
C -0.72996 2.35828 4.78608
C 0.08980 3.51236 4.49066
C 0.02240 3.72784 3.12082
C -0.83740 1.24319 -2.51018
C -1.45251 1.19088 -3.77032
C -0.72117 2.09186 -4.61060
C 0.36416 2.55031 -3.87441
C 3.27984 3.26188 -2.94185
C 4.51300 2.92080 -3.47223
C 4.98264 1.76716 -2.75720
C 4.00556 1.42041 -1.84157
H -0.46991 4.72696 0.76756
H -1.26969 4.16156 -0.67924
H 0.84196 4.42998 -1.63387
H 1.71836 4.27953 -0.08134
H -3.44642 1.04809 -0.12707
H -5.99777 1.78839 0.63618
H -5.71481 4.13368 1.98988
H -3.00920 4.48575 2.30229
H -1.95654 1.11067 3.34560
H -0.91226 1.91629 5.75870
H 0.63578 4.11193 5.20774
H 0.45851 4.48967 2.49261
H -1.02249 0.67212 -1.61309
H -2.18725 0.45938 -4.13443
H -0.81674 2.17671 -5.69218
H 1.21112 3.10157 -4.27937
H 2.59452 4.05545 -3.21683
H 5.01611 3.43052 -4.29352
H 5.93881 1.26786 -2.89636
H 3.92726 0.59070 -1.15190
C 1.68288 0.27870 1.88486
C 1.92383 -0.75744 0.88420
C 2.96461 -1.73441 0.89138
C 2.81411 -2.47178 -0.28935
C 1.68167 -1.91516 -0.96326
C 1.12226 -2.31307 -2.25308
N 1.16844 -0.89491 -0.23405
H 0.83132 0.02747 2.52579
H 1.49424 1.24029 1.39490
H 2.55991 0.38220 2.52624
H 3.68628 -1.82694 1.67856
H 3.39552 -3.29274 -0.66266
H 1.81737 -2.98493 -2.76221
H 0.16811 -2.84303 -2.13566
H 0.95998 -1.42686 -2.87868
*
```

For the frontier orbital gap (spin up / spin down), the calculation gives 3.87 / 3.90 eV. The calculation puts the total energy at -2439.5442 a.u. The LUMO energy (spin up / spin down) comes out at -0.0402 / -0.0390 hartree.

---

# 2
C33H43NO6OsTe as an isolated structure. Source: OMol25; level of theory: the ωB97M-V functional and the def2-TZVPD basis.

The geometry in ORCA input format:
```
! wB97M-V def2-TZVPD RIJCOSX def2/J DEFGRID3
* xyz 3 2
Os -1.11165 -2.03768 0.25851
C -0.98805 -3.06111 3.00771
C -1.56535 -1.66640 3.13360
O -2.30887 -1.31603 1.93424
C -3.76473 -1.42095 2.09599
C -4.32177 -1.99079 0.83100
O -3.55520 -3.17145 0.61345
C -3.94152 -3.87941 -0.56079
C -2.81500 -4.82414 -0.84337
O -1.62413 -4.00587 -0.93012
C -0.57190 -4.56982 -1.71867
C 0.37787 -3.43043 -1.97323
O 0.61500 -2.75018 -0.70716
C 1.47437 -3.47620 0.23658
C 0.66880 -4.06289 1.38248
O -0.11505 -2.95012 1.85278
H -1.75363 -3.81725 2.81971
H -0.39262 -3.32312 3.88240
H -0.75727 -0.94070 3.22849
H -2.21332 -1.57866 4.00341
H -4.15274 -0.43062 2.32682
H -3.95984 -2.10403 2.92168
H -4.20637 -1.30636 -0.01604
H -5.38178 -2.22315 0.95905
H -4.06749 -3.17927 -1.39235
H -4.87699 -4.41958 -0.39939
H -2.96792 -5.33594 -1.79334
H -2.68493 -5.56032 -0.04750
H -0.96677 -4.94213 -2.66592
H -0.10430 -5.40461 -1.18863
H -0.07253 -2.67557 -2.61513
H 1.33387 -3.74765 -2.38685
H 2.18335 -2.73720 0.60712
H 2.01789 -4.24816 -0.30558
H 1.33639 -4.40561 2.17419
H 0.01051 -4.87678 1.07394
C 1.41401 6.77139 1.90646
C 1.34029 5.31457 1.57014
C 1.60248 4.86084 0.28219
C 1.56646 3.51672 -0.06578
C 1.81433 3.15280 -1.50313
C 1.26756 2.60728 0.96493
Te 1.37384 0.54295 0.78381
N -0.43055 -0.15044 0.18040
C -1.27059 0.21347 -0.82297
O -1.94627 -0.80546 -1.19658
C -1.47009 1.52838 -1.40912
C -1.67954 1.62298 -2.78897
C -1.89575 2.86278 -3.35942
C -1.94480 3.99658 -2.55343
C -1.77772 3.89714 -1.17791
C -1.53055 2.66382 -0.60016
C 2.47122 0.15513 -0.95630
C 1.86088 -0.23881 -2.14023
C 2.65021 -0.50447 -3.24618
C 4.03217 -0.37971 -3.14809
C 4.62164 0.01237 -1.95700
C 3.85468 0.29554 -0.82799
C 4.49603 0.79071 0.44068
C 0.97237 3.02551 2.28471
C 0.58445 2.07351 3.38889
C 1.00852 4.37891 2.55182
H 1.44223 7.39129 1.01338
H 2.31938 6.97166 2.48367
H 0.56735 7.07504 2.52171
H 1.83316 5.58296 -0.49184
H 1.77141 4.05076 -2.11506
H 1.06264 2.45897 -1.88227
H 2.79744 2.70352 -1.64942
H -1.66341 0.73028 -3.40133
H -2.04228 2.94988 -4.42710
H -2.13329 4.96303 -3.00204
H -1.85100 4.77907 -0.55609
H -1.42294 2.57837 0.47323
H 0.78329 -0.31172 -2.21603
H 2.19378 -0.78953 -4.18495
H 4.65400 -0.57910 -4.01064
H 5.69791 0.11548 -1.89832
H 5.57936 0.70815 0.38938
H 4.18109 0.21493 1.31858
H 4.26098 1.84469 0.61724
H -0.33584 1.53331 3.14271
H 0.39557 2.62438 4.30721
H 1.36938 1.34741 3.61502
H 0.77819 4.72288 3.55309
*
```

For the frontier orbital gap (spin up / spin down), the calculation gives 7.93 / 7.03 eV. The calculation puts the total energy at -2147.1260 a.u. The LUMO energy (spin up / spin down) comes out at -0.3092 / -0.3424 hartree.

---

# 3
C33H44AlN5O2PS as an isolated structure. Source: OMol25; level of theory: the ωB97M-V functional and the def2-TZVPD basis.

The geometry in ORCA input format:
```
! wB97M-V def2-TZVPD RIJCOSX def2/J DEFGRID3
* xyz 1 1
Al -0.66552 0.38176 -0.12956
N 1.83088 -5.01274 4.83094
C 1.29648 -3.78494 4.58294
C 2.08208 -2.75514 4.04534
C 1.51238 -1.54184 3.72454
C 0.16108 -1.33614 3.93684
C -0.62932 -2.32634 4.49484
C -0.06692 -3.54244 4.81114
S -0.59602 0.11366 3.26584
O 0.29278 1.23806 3.26414
O -1.94102 0.29446 3.69824
N -0.65332 -0.31964 1.61174
C -1.42782 -1.33734 1.24684
N -1.98562 -2.18714 2.09164
C -2.75082 -3.12974 1.58864
C -2.97212 -3.27684 0.21854
C -2.33602 -2.37944 -0.61196
N -1.55872 -1.41354 -0.11516
H 2.82978 -5.12164 4.84304
H 1.30378 -5.67004 5.37964
H 3.13568 -2.92244 3.88674
H 2.10328 -0.73444 3.32284
H -1.67242 -2.12504 4.66874
H -0.67362 -4.32584 5.23654
H -3.20272 -3.79174 2.31554
H -3.61122 -4.05084 -0.16836
H -2.44632 -2.41814 -1.68946
C -5.84422 1.80446 -1.17506
N -4.80702 0.83506 -0.88236
C -4.52792 0.77566 0.53684
C -3.61702 0.97136 -1.70996
C -2.76722 2.17646 -1.39866
C -3.15382 3.42316 -1.87396
C -2.45472 4.56066 -1.51416
C -1.37102 4.46346 -0.65646
C -0.96042 3.22066 -0.20716
C -1.63412 2.04536 -0.57636
H -6.75592 1.49676 -0.66486
H -6.03552 1.81406 -2.24656
H -5.58982 2.82036 -0.84506
H -5.45182 0.53246 1.05904
H -4.13622 1.71616 0.94864
H -3.79892 -0.01154 0.73774
H -3.94912 0.99126 -2.75266
H -3.00792 0.06606 -1.55316
H -4.00152 3.49776 -2.54176
H -2.75902 5.51986 -1.90326
H -0.84182 5.35266 -0.35036
H -0.10362 3.14826 0.45624
C 1.37478 -2.46884 -2.00396
C 2.26348 -1.51954 -1.20376
C 2.18148 -1.88484 0.28294
C 3.71548 -1.61614 -1.65626
P 1.50798 0.21336 -1.26486
C 2.71898 1.22446 -0.36686
C 3.97258 1.56796 -0.87046
C 4.84748 2.30546 -0.09396
C 4.48058 2.71006 1.18044
C 3.23148 2.38066 1.68234
C 2.35398 1.63906 0.91114
C 1.33188 0.95046 -2.99356
C 1.37128 2.46946 -2.81396
C -0.05792 0.53696 -3.48146
C 2.37318 0.51156 -4.01926
H 1.65628 -3.50064 -1.79766
H 1.47478 -2.31084 -3.07516
H 0.33068 -2.33274 -1.71916
H 2.49868 -2.91504 0.43464
H 1.15978 -1.78454 0.65574
H 2.82618 -1.24334 0.88064
H 4.05848 -2.64034 -1.51936
H 4.34738 -0.96954 -1.05336
H 3.83938 -1.36444 -2.70446
H 4.26828 1.26446 -1.86296
H 5.81978 2.56176 -0.48596
H 5.17088 3.28516 1.77884
H 2.93048 2.69196 2.67084
H 1.37618 1.37206 1.31324
H 0.67378 2.78596 -2.03816
H 1.08658 2.95996 -3.74266
H 2.36578 2.81576 -2.54386
H -0.82152 0.82716 -2.75686
H -0.11702 -0.53634 -3.64766
H -0.28112 1.03386 -4.42426
H 3.38538 0.75486 -3.71126
H 2.18378 1.03386 -4.95556
H 2.31048 -0.55424 -4.22126
*
```

For the frontier orbital gap, the calculation gives 7.67 eV. The calculation puts the total energy at -2690.0187 a.u. The LUMO energy comes out at -0.1049 hartree.

---

# 4
C33H44AsBrKN4O6S as an isolated structure. Source: OMol25; level of theory: the ωB97M-V functional and the def2-TZVPD basis.

The geometry in ORCA input format:
```
! wB97M-V def2-TZVPD RIJCOSX def2/J DEFGRID3
* xyz -1 1
K -0.31144 -0.30457 -1.33408
Br 6.69324 4.09043 -1.67061
C 5.08538 3.10679 -1.35004
C 5.16415 1.76025 -0.94525
C 4.01675 1.05082 -0.73211
C 2.70968 1.62473 -0.89150
O 1.66404 0.93217 -0.73107
C 2.67564 3.00758 -1.26597
C 1.45014 3.74634 -1.42679
N 0.27570 3.37254 -1.08096
C -0.78387 4.24709 -1.18685
C -0.72377 5.55894 -0.75451
C -1.83315 6.42014 -0.83595
C -3.02290 5.98236 -1.34500
C -3.14101 4.63981 -1.77545
C -4.34008 4.11652 -2.30912
C -4.39585 2.81159 -2.69792
C -3.25038 2.00397 -2.53752
N -2.11712 2.45062 -2.05081
C -2.03660 3.75668 -1.68559
C 3.87275 3.71087 -1.51059
H 6.13249 1.29703 -0.80620
H 4.05275 0.02236 -0.39762
H 1.56897 4.74506 -1.88112
H 0.20432 5.91486 -0.32426
H -1.73803 7.44094 -0.48633
H -3.88063 6.64027 -1.41453
H -5.20346 4.76678 -2.39897
H -5.30134 2.38660 -3.11205
H -3.27080 0.94642 -2.78180
H 3.82052 4.74871 -1.82092
C -1.38090 -1.25940 4.97393
C -0.93604 -0.57370 3.68466
C 0.57957 -0.52375 3.57680
S 1.19187 -0.04800 1.91431
O 2.67640 -0.18874 2.03131
C 0.78168 1.74815 2.01648
C 1.99512 2.60711 2.34337
C 2.49816 2.50084 3.78154
H -2.46917 -1.27666 5.05916
H -0.98087 -0.74454 5.85072
H -1.02257 -2.28970 4.98874
H -1.35544 0.43592 3.64789
H -1.31893 -1.13597 2.83284
H 0.99322 -1.52620 3.70200
H 1.03051 0.14386 4.31021
H -0.01508 1.87174 2.75357
H 0.41324 2.00891 1.02523
H 1.72693 3.64540 2.12636
H 2.80537 2.33197 1.66660
H 1.69577 2.70424 4.49738
H 3.29962 3.22054 3.95655
H 2.89824 1.50531 3.96900
C 0.97927 -6.77687 -2.63387
C 0.35626 -5.44135 -2.23427
C 1.32314 -4.41656 -1.57922
C 2.54365 -4.13444 -2.46061
C 3.43159 -3.03137 -1.88443
C 1.78669 -4.98142 -0.25267
O 2.64610 -5.84074 -0.15875
N 1.13994 -4.50217 0.84389
C 0.21092 -3.43368 0.87301
O -0.28387 -3.18352 1.97212
N -0.06942 -2.77137 -0.25881
C 0.48191 -3.13685 -1.43391
O 0.29019 -2.47958 -2.45937
H 0.20364 -7.44336 -3.01639
H 1.46692 -7.25943 -1.78828
H 1.72178 -6.64337 -3.42056
H -0.47226 -5.61621 -1.54026
H -0.06103 -4.94721 -3.11320
H 2.18102 -3.84199 -3.44682
H 3.11974 -5.05524 -2.55225
H 2.88035 -2.09361 -1.79553
H 4.29677 -2.85585 -2.52417
H 3.79723 -3.30853 -0.89344
H 1.39756 -4.87912 1.74364
C -3.35887 -2.64736 0.83613
As -3.57309 -1.02919 -0.17018
C -3.04422 0.43917 0.96746
C -5.48721 -0.81719 -0.38959
O -2.80312 -0.98394 -1.61654
H -4.06333 -2.67505 1.66751
H -2.33440 -2.69279 1.20984
H -3.53433 -3.48684 0.16559
H -3.57747 0.42155 1.91694
H -3.24131 1.37055 0.43788
H -1.97368 0.34881 1.14946
H -5.99837 -0.87852 0.57063
H -5.85133 -1.60193 -1.05094
H -5.67020 0.15453 -0.84715
*
```

For the frontier orbital gap, the calculation gives 6.38 eV. The calculation puts the total energy at -7762.4577 a.u. The LUMO energy comes out at 0.0720 hartree.

---

# 5
C33H44BBr5CaCl2F12IMgN6O14PS4 as an isolated structure. Source: OMol25; level of theory: the ωB97M-V functional and the def2-TZVPD basis.

The geometry in ORCA input format:
```
! wB97M-V def2-TZVPD RIJCOSX def2/J DEFGRID3
* xyz 0 1
C 1.23965 -1.35020 0.81097
N 1.14108 -0.18283 -0.10472
C 0.19137 0.85533 0.30687
C -0.69292 1.60772 -0.74259
C -1.11590 2.86450 0.18543
O -2.24930 3.07093 0.62561
O -0.22804 3.79198 0.50221
C -2.03218 0.71423 -0.69834
C -1.89886 -0.86233 -0.95975
C -2.28273 -1.72462 0.34198
C -1.66055 -3.16451 0.06639
S -2.76141 -4.54777 0.59171
C -2.14299 -5.94056 -0.41235
S -3.07270 -7.24691 -0.71420
N -0.78225 -5.84293 -0.94457
C -0.33024 -5.26213 -2.12059
C 1.10227 -5.35228 -2.28473
N 1.49450 -6.07445 -1.13275
C 0.41553 -6.34784 -0.37393
O -2.68748 1.40740 -1.77878
C -1.74963 1.99463 -2.72404
B -2.55405 3.45978 -2.84562
N -2.28977 4.53508 -3.81032
O -3.57041 3.78132 -1.97105
C -2.35469 1.29429 -3.99301
F -2.46234 -0.11117 -3.95150
F -3.72034 1.63908 -3.95105
C -1.94595 1.63839 -5.46555
F -1.08052 2.65042 -5.68816
F -1.25213 0.45044 -5.98397
C -3.14399 1.82381 -6.50210
F -3.95766 0.72274 -6.56685
F -2.50807 1.86586 -7.75381
F -3.78926 2.98233 -6.38656
N -0.31857 1.90963 -2.17174
C 0.39717 3.20547 -2.38415
C 1.88139 3.34936 -2.01839
C 2.83227 3.76185 -3.09399
C 4.24614 3.97224 -2.88148
C 4.86452 3.78604 -1.53680
C 3.94876 3.42500 -0.46192
C 2.50675 3.22521 -0.71105
C 0.36535 0.87447 -3.02378
C 1.77003 0.25989 -3.25918
C 3.06922 0.29407 -2.38493
I 2.58217 0.90002 -5.27470
H 0.30649 -1.61601 1.35596
H 1.99914 -1.06406 1.61727
H 1.71227 -2.21072 0.25691
H 2.05830 0.26437 0.00340
H 0.74043 1.59169 0.96974
H -0.50611 0.37154 1.05691
H -2.54331 0.64946 0.30774
H -2.68545 -1.17071 -1.70960
H -0.87990 -1.19206 -1.28367
H -3.40513 -1.75072 0.36084
H -1.89318 -1.26025 1.28411
H -1.55780 -3.25271 -1.05296
H -0.65070 -3.29994 0.52200
H -1.06222 -4.76585 -2.80765
H 1.72556 -4.94992 -3.11043
H 0.49652 -6.90992 0.58625
H -1.33080 4.63698 -4.12665
H -2.98228 4.63154 -4.55209
H -3.71406 4.74315 -1.97851
H -0.04904 4.11256 -1.87360
H 0.31256 3.45430 -3.48519
H 2.44826 3.92220 -4.13741
H 4.91674 4.26421 -3.71852
H 5.96906 3.90720 -1.33752
H 4.36340 3.28067 0.56806
H 1.89525 2.95990 0.17274
H 0.20756 1.30291 -4.06168
H -0.30425 -0.02852 -2.88030
H 1.66160 -0.84325 -3.50263
H 3.84826 -0.17631 -3.07036
H 3.53505 1.27525 -2.15246
H 3.09878 -0.45034 -1.54007
O 4.79270 -0.47956 3.11453
P 4.03412 -1.23684 4.18290
O 4.51651 -2.57731 4.68613
F 2.59731 -1.44074 3.65283
F 3.95481 -0.30494 5.40003
C 5.37130 -5.26220 7.15099
Cl 4.29084 -6.65146 7.30602
Cl 5.15990 -4.13248 8.49032
H 6.40002 -5.61455 7.14524
H 5.15038 -4.74714 6.21785
Ca 6.22749 -2.24689 3.17909
C -5.25983 -0.17005 3.15879
Br -4.23918 1.17720 2.21565
Br -7.15088 -0.04351 2.77598
Br -4.57229 -1.94770 2.82219
H -5.13703 0.02171 4.21971
F 2.01042 -0.96028 6.04532
N -7.53205 3.30119 -4.48551
S -6.85538 4.01338 -3.25192
O -7.72213 4.67582 -2.32507
O -5.56892 4.61844 -3.47183
F -6.44652 2.71908 -2.41217
S -8.13052 4.33237 -5.51341
O -9.02198 3.72848 -6.46129
O -7.24332 5.32613 -6.05074
F -9.13741 5.19556 -4.63590
Br 8.17891 1.49227 6.67874
C 9.93778 0.70342 6.41303
C 10.35764 0.77774 4.96830
Br 9.43943 -0.56774 3.89232
H 9.89015 -0.31427 6.79433
H 10.61193 1.29000 7.03645
H 11.41763 0.54834 4.86221
H 10.15194 1.74209 4.50902
C -4.28089 -3.15792 6.88151
C -4.75610 -4.42103 7.54311
O -4.85363 -5.33173 6.45274
C -4.01797 -4.88508 5.47685
O -3.73605 -5.50281 4.49845
O -3.54557 -3.64307 5.76257
H -3.64599 -2.55785 7.53235
H -5.10580 -2.53773 6.52013
H -4.03598 -4.81134 8.26683
H -5.72053 -4.29858 8.03479
Mg -1.81851 -0.83916 -7.30127
O 6.87443 2.92479 0.13679
H 7.02458 3.56635 0.83626
*
```

For the frontier orbital gap, the calculation gives 1.19 eV. The calculation puts the total energy at -20788.4361 a.u. The LUMO energy comes out at -0.2356 hartree.

---

The following strongest force on any atom values (in eV/A) correspond, in order, to the records above: 3.13 0.19 1.47 0.67 5.48.